DFT (ωB97M-V with the def2-TZVPD basis set) results for one molecule with the formula C5H5BrIN3.

ORCA input file:
```
! wB97M-V def2-TZVPD RIJCOSX def2/J DEFGRID3
* xyz 0 1
C 1.5164 1.8135 0.0434
C 0.7981 -0.5102 -0.1936
C 0.1738 2.1207 -0.0249
C 1.7897 0.4493 -0.0318
C -0.5311 -0.0710 -0.0840
N -0.8125 1.2397 0.0147
N -1.3144 -2.2060 0.0794
N -1.6095 -0.9956 -0.3524
Br 3.5703 -0.3032 0.0937
I -3.4470 0.0045 0.0612
H 2.4143 2.4071 0.0725
H 0.8668 -1.5831 -0.4126
H -0.3010 3.0485 -0.0695
H -1.3653 -2.3995 1.0798
H -1.7483 -3.0146 -0.2757
*
```

The frontier orbital gap is 8.362 eV. The relative energy (zero: lowest compared OMol25 entry of this formula, charge and spin) comes out at 0.00 kcal per mole. The SMILES is NN(I)c1cc(Br)ccn1. The calculation puts the lowest unoccupied orbital energy at -0.00845 hartree.

Now the Löwdin charges, all in e:
1. C -0.087
2. C -0.091
3. C -0.138
4. C -0.638
5. C -0.396
6. N 0.011
7. N -0.050
8. N -0.531
9. Br 0.703
10. I 0.730
11. H 0.097
12. H 0.105
13. H 0.097
14. H 0.107
15. H 0.082

DFT (ωB97M-V with the def2-TZVPD basis set) results for a 2-piece molecular cluster, C14H16 overall.

ORCA input file:
```
! wB97M-V def2-TZVPD RIJCOSX def2/J DEFGRID3
* xyz 0 1
C 0.6878 -3.7047 1.9241
C 2.4520 -2.1201 1.3203
C 1.1463 -2.2783 1.8011
C 3.0369 -0.9003 1.0724
C 0.4258 -1.1184 2.0567
C 2.3469 0.2466 1.4528
C 1.1053 0.0882 2.1137
H 3.0031 -2.9866 0.9435
H 4.0681 -0.8596 0.7493
H 0.0570 -3.9330 2.7744
H 1.5619 -4.3571 2.0833
H -0.6185 -1.1401 2.3722
H 2.7609 1.2575 1.4341
H 0.7434 0.9802 2.6079
H 0.2262 -4.0057 0.9021
C -0.9457 0.9732 -3.6631
C -1.7537 2.7500 -2.1711
C -1.4051 1.3663 -2.3288
C -2.1672 3.1852 -0.9017
C -1.2862 0.5129 -1.2465
C -2.0401 2.2834 0.1558
C -1.7526 0.9834 -0.0186
H -1.7402 3.4009 -3.0674
H -2.4993 4.1348 -0.5786
H -0.5171 -0.0490 -3.6704
H -0.3283 1.7232 -4.1608
H -0.8716 -0.4929 -1.4209
H -2.2817 2.6740 1.1285
H -1.6747 0.3080 0.8135
H -1.7396 1.0781 -4.4777
*
```

The frontier orbital gap is 9.695 eV. The relative energy (zero: lowest compared OMol25 entry of this formula, charge and spin) comes out at 30.91 kcal per mole. The SMILES is Cc1ccccc1.Cc1ccccc1. The calculation puts the lowest unoccupied orbital energy at 0.03424 hartree.

Now the Löwdin charges, all in e:
1. C -0.063
2. C -0.082
3. C -0.287
4. C -0.097
5. C -0.069
6. C -0.083
7. C -0.092
8. H 0.112
9. H 0.101
10. H 0.067
11. H 0.072
12. H 0.108
13. H 0.101
14. H 0.101
15. H 0.115
16. C -0.090
17. C -0.028
18. C -0.304
19. C -0.073
20. C -0.038
21. C -0.123
22. C -0.105
23. H 0.115
24. H 0.085
25. H 0.085
26. H 0.073
27. H 0.119
28. H 0.099
29. H 0.080
30. H 0.102

DFT (ωB97M-V with the def2-TZVPD basis set) results for a 25-piece molecular cluster, H50O25 overall.

ORCA input file:
```
! wB97M-V def2-TZVPD RIJCOSX def2/J DEFGRID3
* xyz 0 1
O 12.1362 10.7322 11.5303
H 12.0469 11.3304 10.7530
H 12.3470 9.8351 11.3702
O 12.8664 5.5971 6.9751
H 13.5198 4.9259 6.7249
H 12.2327 5.1897 7.6268
O 12.2716 8.4108 9.5615
H 12.6413 7.6916 10.1704
H 12.8707 8.5431 8.8047
O 9.7097 8.8678 9.7857
H 9.4524 9.7844 9.9382
H 10.5987 8.7505 9.4603
O 10.1886 9.4034 13.3127
H 9.8416 8.6802 12.8379
H 10.6454 9.9672 12.5733
O 8.7162 7.2453 12.6456
H 8.4203 6.8963 11.7647
H 8.1177 6.9501 13.3994
O 15.3549 6.2062 8.5465
H 14.8120 6.1872 9.4127
H 14.7895 6.6060 7.8784
O 13.0162 12.3284 8.9634
H 12.1673 12.3412 8.5870
H 13.6405 12.0091 8.3736
O 13.6140 9.1157 6.7241
H 12.9009 9.3883 6.0829
H 14.2826 9.8111 6.6229
O 16.4264 8.6750 9.6497
H 16.2198 7.8192 9.2744
H 17.3377 8.7564 9.9319
O 14.1176 6.6545 13.4366
H 13.9178 7.5795 13.3037
H 15.0226 6.7729 13.7080
O 11.0096 7.6139 6.3613
H 11.8412 7.2538 6.5217
H 10.5726 7.4003 7.2056
O 10.0668 13.3680 12.8026
H 10.3616 12.4807 12.4308
H 9.8564 13.1360 13.7199
O 11.1672 7.1676 15.0331
H 11.8919 6.8007 14.5084
H 10.9409 7.9713 14.4717
O 10.9703 10.1652 5.4757
H 10.8320 9.2089 5.7251
H 11.1964 10.1458 4.5278
O 10.4712 5.0080 12.1214
H 10.3438 4.2597 12.7353
H 10.0374 5.7541 12.5546
O 14.4977 9.2319 12.0870
H 13.8777 10.0266 11.8449
H 14.9211 8.9488 11.3004
O 8.5332 9.7130 15.5133
H 9.1902 9.7228 14.7493
H 7.7646 10.1587 15.0853
O 15.2422 11.1136 7.9001
H 15.9425 11.7190 8.0682
H 15.4257 10.3538 8.4668
O 13.2353 6.0875 10.9260
H 13.7909 6.1064 11.7726
H 12.3830 5.8017 11.3104
O 9.4816 12.0343 8.5826
H 9.2558 12.6538 9.2531
H 9.2517 12.3457 7.6342
O 10.5165 5.6370 8.6912
H 10.3673 4.6927 8.4882
H 9.8180 5.7969 9.3694
O 7.9535 6.6913 15.2218
H 8.9141 7.0103 15.3012
H 7.5333 7.3277 15.7827
O 8.9112 12.2262 5.8333
H 9.2669 11.3860 5.5954
H 8.0236 12.0594 5.5831
O 8.0102 6.8647 9.8907
H 8.7277 7.5079 9.8991
H 7.3522 7.2366 9.3173
*
```

The frontier orbital gap is 10.801 eV. The relative energy (zero: lowest compared OMol25 entry of this formula, charge and spin) comes out at 49.31 kcal per mole. The calculation puts the lowest unoccupied orbital energy at 0.00129 hartree.

Now the Löwdin charges, all in e:
1. O -0.048
2. H 0.068
3. H -0.015
4. O -0.064
5. H 0.064
6. H 0.049
7. O -0.073
8. H 0.053
9. H 0.040
10. O -0.039
11. H 0.056
12. H -0.010
13. O -0.082
14. H -0.030
15. H 0.080
16. O -0.102
17. H 0.038
18. H 0.059
19. O -0.082
20. H 0.066
21. H 0.015
22. O 0.000
23. H 0.001
24. H -0.045
25. O -0.069
26. H 0.037
27. H 0.020
28. O -0.036
29. H -0.003
30. H 0.057
31. O -0.034
32. H 0.021
33. H 0.062
34. O -0.025
35. H -0.031
36. H 0.050
37. O -0.083
38. H 0.037
39. H 0.035
40. O -0.070
41. H 0.011
42. H 0.031
43. O -0.083
44. H 0.017
45. H 0.064
46. O -0.056
47. H 0.066
48. H -0.002
49. O -0.067
50. H 0.075
51. H -0.021
52. O -0.105
53. H 0.009
54. H 0.052
55. O -0.033
56. H 0.054
57. H 0.034
58. O -0.096
59. H 0.047
60. H 0.028
61. O -0.082
62. H 0.010
63. H 0.044
64. O -0.065
65. H 0.071
66. H 0.037
67. O -0.074
68. H 0.058
69. H 0.024
70. O -0.021
71. H -0.001
72. H 0.040
73. O -0.057
74. H -0.026
75. H 0.053

DFT (ωB97M-V with the def2-TZVPD basis set) results for a 6-piece molecular cluster, C10H30F6N4O8S2 overall.

ORCA input file:
```
! wB97M-V def2-TZVPD RIJCOSX def2/J DEFGRID3
* xyz 0 1
N 1.3369 0.2975 1.0951
H 0.6423 -0.2906 1.5330
H 2.2324 0.1581 1.5408
H 1.0257 1.2578 1.1296
H 1.3134 -0.0715 0.1552
C 1.8765 3.2074 -1.0403
F 2.9007 2.4570 -0.5837
F 2.3704 4.1442 -1.8648
F 1.0005 2.4666 -1.6337
S 1.0495 4.0698 0.4714
O 2.0424 4.8411 1.1940
O -0.0193 4.8531 -0.1178
N 0.4326 2.6921 1.3751
S -0.4990 3.4488 2.3808
O -0.1036 4.6243 3.1418
O -1.8823 3.4272 1.9069
C -0.4454 1.9541 3.7131
F 0.7428 1.3057 3.7659
F -0.7680 2.3758 4.9518
F -1.3734 0.9965 3.3841
O -1.4009 1.2890 -0.1478
H -1.8657 0.7776 0.5145
H -0.8820 1.9172 0.3546
O 3.6029 -0.0379 2.2232
H 3.4661 -0.7193 2.8813
H 4.4839 0.2924 2.3994
C -1.3415 -3.2935 0.2161
C -1.5365 -1.8430 0.5686
C -3.0252 -1.4888 0.8600
O -3.1991 -0.1801 1.2796
C -4.5709 0.2409 1.3371
N -0.7620 -1.5058 1.7860
H -0.2571 -3.3397 0.1166
H -1.7334 -3.5666 -0.7637
H -1.6445 -3.9925 0.9956
H -1.2325 -1.3231 -0.3399
H -3.3992 -2.1355 1.6537
H -3.6525 -1.8631 0.0510
H -4.5203 1.2955 1.6079
H -5.1197 -0.3162 2.0964
H -5.0500 0.0012 0.3878
H -1.3958 -0.9859 2.3761
H -0.6995 -2.3141 2.3884
C 2.5963 -2.9358 -1.9736
C 2.0661 -1.6061 -2.4751
C 0.7285 -1.5780 -3.1371
O 0.7066 -0.5953 -4.1754
C -0.4870 -0.5234 -4.8853
N 2.1792 -0.6181 -1.4865
H 3.4448 -2.9695 -1.2902
H 2.7513 -3.5739 -2.8436
H 1.8993 -3.4499 -1.3117
H 2.7516 -1.2728 -3.2543
H -0.1208 -1.4653 -2.4633
H 0.5534 -2.5559 -3.5857
H -1.3517 -0.5841 -4.2244
H -0.5273 -1.3561 -5.5875
H -0.6001 0.3507 -5.5266
H 3.1277 -0.6528 -1.1410
H 2.1427 0.2625 -1.9798
*
```

The frontier orbital gap is 9.386 eV. The relative energy (zero: lowest compared OMol25 entry of this formula, charge and spin) comes out at 39.67 kcal per mole. The calculation puts the lowest unoccupied orbital energy at -0.01019 hartree.

Now the Löwdin charges, all in e:
1. N 0.244
2. H 0.055
3. H 0.026
4. H -0.003
5. H 0.064
6. C -0.660
7. F 0.111
8. F 0.151
9. F 0.183
10. S 0.708
11. O -0.281
12. O -0.278
13. N -0.362
14. S 0.599
15. O -0.273
16. O -0.291
17. C -0.544
18. F 0.093
19. F 0.118
20. F 0.070
21. O -0.056
22. H -0.016
23. H -0.050
24. O -0.011
25. H 0.074
26. H 0.080
27. C -0.064
28. C -0.399
29. C -0.221
30. O -0.230
31. C -0.037
32. N 0.051
33. H 0.067
34. H 0.087
35. H 0.085
36. H 0.113
37. H 0.127
38. H 0.128
39. H 0.104
40. H 0.088
41. H 0.093
42. H 0.057
43. H 0.089
44. C -0.041
45. C -0.463
46. C -0.182
47. O -0.172
48. C -0.121
49. N 0.041
50. H 0.079
51. H 0.086
52. H 0.064
53. H 0.143
54. H 0.118
55. H 0.126
56. H 0.088
57. H 0.084
58. H 0.091
59. H 0.094
60. H 0.080

Which formula does entry 2 have?
C14H16

Among the records above, which one has the highest lowest unoccupied orbital energy?
C14H16